Record 1
241
Properties=species:S:1:pos:R:3:forces:R:3 method="wB97M-V/def2-TZVPD" largest_force_ha_per_bohr=0.11616 e_homo_ev="-7.7399 / -7.7399" e_lumo_ha="-0.005 / -0.010" spin_multiplicity=6 energy_ev=-189763.1402
Mn 7.372710 21.751420 3.372680 0.0 1.2 -2.3
F 7.123230 22.206750 1.327970 0.4 -0.5 2.3
C 4.498200 19.672160 6.007490 -2.0 1.3 -0.6
F 3.714000 18.633810 6.395190 1.5 1.7 -0.3
F 3.727360 20.853750 5.991710 1.6 -2.2 0.9
F 5.542630 19.853320 6.839770 -1.0 -0.4 -0.6
S 5.051900 19.406720 4.198030 -3.2 -0.7 -1.3
O 6.223670 18.636440 4.332550 2.0 -0.6 0.3
O 3.895910 18.710280 3.516170 3.2 2.7 1.9
N 5.525420 21.045970 3.658560 -2.5 -5.0 2.1
S 4.210730 21.592630 2.988800 -3.0 3.5 -1.9
O 2.925720 21.314260 3.631720 1.9 -0.4 -1.0
O 4.451150 23.019870 2.780050 0.2 -1.7 -0.3
C 4.222640 20.680150 1.210760 -0.4 0.1 1.8
F 4.497930 21.534870 0.307570 1.2 1.7 -1.3
F 5.047360 19.626140 1.131410 0.4 0.2 0.3
F 3.022600 20.249870 0.951980 -1.7 -0.8 0.3
C 5.395180 13.127720 9.829720 -0.3 -0.8 -1.5
C 3.813500 13.183190 9.723250 0.7 2.3 0.4
C 3.359770 14.528950 10.347990 0.9 1.3 -1.0
C 3.737290 15.783830 9.427900 -1.4 -1.5 0.7
C 3.006000 15.696460 8.063550 1.0 -0.6 0.8
C 3.344960 14.351740 7.368060 -0.4 -0.3 -1.7
N 3.303180 13.187450 8.319560 -1.8 1.9 2.4
O 3.410640 11.940360 7.746880 0.9 0.3 -0.8
C 2.217590 14.087460 6.283990 1.1 -0.4 0.2
C 4.737540 14.492410 6.602160 0.2 -0.6 1.0
C 3.214510 12.128850 10.641150 -0.4 -0.2 -0.5
H 5.919270 14.056600 9.604780 -0.3 0.3 0.6
H 5.753550 12.531230 8.990750 -0.1 -0.5 -0.2
H 5.831070 12.601340 10.678850 -0.4 0.4 0.4
H 2.308400 14.507570 10.634820 -0.2 0.0 -0.4
H 3.909640 14.667220 11.278920 0.1 -0.1 0.1
H 4.824960 15.755500 9.362560 0.0 0.3 -0.4
H 3.436550 16.692050 9.950200 0.1 0.1 0.0
H 3.327560 16.526140 7.433990 0.1 -0.2 -0.2
H 1.932800 15.853070 8.172270 -0.1 -0.4 0.3
H 2.413540 13.241260 5.625460 0.2 -0.7 0.6
H 1.270490 13.929620 6.799930 -0.1 0.3 -0.3
H 2.217910 14.831540 5.487460 -0.3 0.8 0.6
H 5.357960 15.317790 6.951330 -0.3 0.3 0.2
H 5.348840 13.629060 6.864910 0.2 -0.3 -0.1
H 4.765810 14.536050 5.513400 -0.7 0.0 0.0
H 3.451950 12.339320 11.683940 0.8 -0.1 -0.1
H 3.536880 11.139700 10.315910 -0.3 -0.1 0.4
H 2.130530 12.225910 10.701560 -0.2 -0.3 -0.7
H 4.286260 12.099200 7.386820 0.6 -1.5 -0.8
C -2.666310 17.884570 0.078280 -1.1 0.7 0.5
C -2.650470 17.955610 1.650000 3.7 -1.3 -1.0
C -1.131370 17.985700 2.069060 -0.4 -0.5 -1.3
C -0.476670 19.324880 1.855850 0.1 -1.2 0.0
C -1.141620 20.426790 2.603970 1.5 0.6 -1.6
C -2.606160 20.507540 2.277880 0.2 1.1 -0.3
N -3.166540 19.180270 2.186400 0.5 -1.5 1.6
O -4.497820 19.222970 1.934570 -2.5 0.6 0.0
C -3.228930 21.371580 3.403490 -0.3 -0.5 0.1
C -2.871610 21.310940 0.965220 0.8 0.0 0.7
C -3.232960 16.591430 2.211440 -1.3 2.1 0.1
H -2.154850 17.049680 -0.400730 0.1 -0.2 0.5
H -2.276880 18.811380 -0.343000 0.1 0.0 0.0
H -3.714840 17.823330 -0.213150 -0.1 0.0 -0.2
H -0.991840 17.587200 3.073960 0.1 0.0 0.0
H -0.638080 17.397840 1.294990 0.2 -1.0 0.6
H -0.515280 19.505480 0.781610 0.0 0.3 -0.2
H 0.587190 19.256800 2.083120 0.1 0.1 0.2
H -0.652740 21.238930 2.065890 -0.2 1.0 0.8
H -0.819200 20.431720 3.645180 -0.5 0.0 0.1
H -2.983120 20.996250 4.396870 -0.7 -0.7 0.1
H -2.817840 22.375630 3.508320 0.3 0.1 -0.8
H -4.286490 21.495690 3.170530 -0.2 0.0 0.6
H -2.059540 21.155550 0.254930 -0.2 -0.1 -0.2
H -3.841970 21.070760 0.530680 0.1 0.1 0.1
H -2.815140 22.349700 1.290640 -0.2 0.2 -0.5
H -3.043280 15.656140 1.684800 1.1 0.3 0.0
H -4.314300 16.635890 2.081690 -0.3 0.2 0.3
H -3.014440 16.587240 3.279300 0.0 -0.5 0.0
H -4.818540 19.346630 2.830930 -0.9 -0.1 -0.1
C 0.614500 17.814400 5.493980 0.2 0.4 -1.0
O 0.875590 18.701750 6.537090 -1.2 0.7 2.1
C -0.296200 19.425760 7.049890 2.1 0.5 -0.4
C 0.228720 20.499540 8.064910 0.7 -0.8 -1.5
N 1.111450 21.581730 7.548320 -0.2 -1.1 -0.1
C 0.419090 22.461970 6.678290 -0.8 0.8 -1.3
C 1.399200 23.430060 5.958730 -1.3 0.5 0.6
O 0.705220 24.395900 5.110450 0.9 -0.7 0.5
C 0.131020 25.434990 5.848270 -0.9 -0.3 1.0
H -0.402080 17.423000 5.455530 -0.1 0.0 0.3
H 1.315050 16.979560 5.513440 0.0 0.0 0.2
H 0.803700 18.391090 4.588590 -0.1 -0.3 -0.6
H -0.994110 18.791780 7.596780 0.0 -0.4 -0.1
H -0.793940 19.876480 6.191290 -0.3 0.1 0.0
H 0.896060 19.954900 8.732830 -0.6 -0.1 0.6
H -0.692630 20.891200 8.495980 0.4 0.3 0.6
H 1.808350 21.162120 6.949700 0.4 -0.6 0.3
H -0.350720 22.903850 7.310930 0.1 0.9 -0.2
H -0.144000 21.979340 5.879490 -0.1 -0.4 -0.3
H 2.134710 22.943970 5.317760 -0.3 -0.4 -0.1
H 1.943910 23.871830 6.793130 0.3 0.8 -0.1
H -0.617030 24.995330 6.507990 0.1 0.0 0.7
H -0.506770 26.126310 5.297470 0.7 0.0 -0.8
H 0.899750 25.952920 6.421770 -0.1 0.3 0.1
C 5.448180 24.119230 5.592230 -0.1 0.7 -0.9
O 6.518910 23.248170 5.365920 0.9 -0.7 -0.6
C 7.208320 22.817430 6.506740 1.0 0.6 -0.1
C 8.555980 22.310730 6.076440 -0.4 -1.7 0.3
N 8.218030 21.074850 5.351090 2.3 0.3 -1.8
C 9.473150 20.460600 4.780130 -0.4 -0.3 0.0
C 9.166080 19.307380 3.870750 0.5 1.5 -1.0
O 8.366570 19.943670 2.844780 -0.5 -1.3 -0.3
C 8.229210 19.044580 1.707360 -0.9 -0.9 1.5
H 4.961540 24.211140 4.621240 -0.3 0.0 0.3
H 5.902850 25.087900 5.799720 -0.5 0.3 0.6
H 4.749890 23.744020 6.340380 0.1 0.1 0.2
H 6.668430 21.957480 6.903100 -0.1 0.4 0.9
H 7.447690 23.601400 7.225210 -0.9 0.2 0.3
H 9.163230 22.036390 6.939050 0.0 0.2 0.4
H 9.200800 22.931090 5.453960 -0.5 0.4 -0.1
H 7.552080 20.514140 5.863170 0.4 -0.6 0.1
H 10.251520 20.104350 5.454910 -0.2 0.4 0.7
H 9.889220 21.235920 4.136810 0.3 0.2 0.2
H 8.822530 18.478030 4.489010 -1.0 -0.2 -0.8
H 10.019660 19.012390 3.260440 0.6 -0.3 0.8
H 7.380490 19.272660 1.062580 0.7 1.0 -0.2
H 7.862760 18.134840 2.182940 0.3 -0.5 -0.1
H 9.214740 18.845560 1.286380 -0.2 0.4 -0.5
C 9.601630 18.851620 -3.211770 0.7 0.1 1.1
O 8.441200 19.558460 -2.871320 0.3 1.2 -0.6
C 7.313090 18.904760 -3.385480 1.0 -1.9 0.7
C 6.029180 19.599590 -3.290810 0.9 2.1 -1.0
N 6.153030 20.770190 -4.184360 -2.4 0.9 2.1
C 4.888160 21.624490 -4.315670 1.3 -1.2 -0.8
C 4.196790 22.064060 -3.025880 1.1 -1.4 1.9
O 2.849160 22.402060 -3.144090 -0.3 -0.6 -2.9
C 2.293140 23.113190 -2.126550 0.3 1.0 1.5
H 9.553330 17.850630 -2.783070 0.1 -0.3 0.1
H 10.431600 19.380840 -2.743600 0.0 0.0 0.1
H 9.881570 18.736520 -4.258900 -0.6 0.3 -0.4
H 7.215330 18.037520 -2.732450 -0.1 -0.9 -0.4
H 7.562010 18.621220 -4.408090 -0.4 -0.3 -0.3
H 5.881960 19.869310 -2.245020 -0.1 0.4 0.1
H 5.259540 18.866340 -3.531850 -0.4 0.1 -0.5
H 6.941600 20.846950 -4.810760 -0.5 0.1 0.2
H 4.292830 20.927030 -4.904950 -1.0 0.8 -0.1
H 5.121260 22.551890 -4.838810 0.1 -0.3 -0.5
H 4.814700 22.783400 -2.488450 -0.1 1.0 -0.4
H 4.246600 21.280940 -2.269340 0.0 -0.8 -0.1
H 1.338610 23.588600 -2.352260 0.0 -0.2 -0.7
H 3.004100 23.902300 -1.881720 -0.1 0.4 0.6
H 2.099380 22.509640 -1.239820 0.2 -0.2 0.3
C 1.106470 19.307490 -2.397890 -1.0 2.0 -1.7
O 2.165260 18.499170 -2.780060 -1.0 -0.5 -0.3
C 2.840800 18.027820 -1.680610 0.6 -0.3 0.3
C 3.551800 16.770940 -2.058230 1.2 1.1 1.6
N 4.483360 16.503100 -0.941290 -0.6 -2.9 -0.9
C 5.468860 15.409360 -1.334320 -1.0 2.2 1.3
C 6.452900 15.078710 -0.213450 0.8 0.2 -2.0
O 7.368680 14.278130 -0.970230 -0.2 0.8 0.0
C 8.579320 14.004220 -0.364550 0.5 -1.6 -0.5
H 1.039640 19.695250 -1.381390 0.2 -0.9 0.5
H 0.175220 18.899000 -2.790340 -0.3 -0.2 0.6
H 1.224920 20.243690 -2.943420 0.0 0.3 -0.3
H 2.218100 17.801350 -0.815130 -0.3 0.5 0.2
H 3.558470 18.830930 -1.513090 0.5 -0.1 1.1
H 4.024200 17.088580 -2.987770 0.4 -0.9 -0.5
H 2.856500 15.937630 -2.159460 0.1 0.0 -0.3
H 4.867870 17.298770 -0.452250 0.3 0.0 -0.5
H 5.954470 15.894040 -2.181290 0.9 -0.7 -0.1
H 5.072390 14.448190 -1.661540 -0.9 0.4 -0.1
H 6.149390 14.520570 0.672250 -0.6 0.1 -0.1
H 6.897510 16.033320 0.067850 0.4 0.1 0.4
H 9.119820 13.360290 -1.058320 0.0 -0.1 -0.2
H 8.387550 13.330480 0.470560 0.4 0.5 0.8
H 9.269680 14.834170 -0.213910 -0.4 0.4 0.6
C 1.997200 12.809940 -1.322270 1.3 0.1 0.4
C 1.619030 13.252250 0.105110 0.7 -1.2 -0.2
C 2.360130 14.435310 0.625360 0.8 2.2 0.9
O 1.813640 14.945340 1.878410 0.8 -1.0 0.1
C 2.377400 16.167370 2.389710 -0.4 -1.3 0.4
N 0.264090 13.560140 0.045860 -3.2 1.0 0.2
H 2.730230 13.494390 -1.749230 0.2 -0.1 -0.1
H 1.163800 12.759600 -2.022990 -0.1 0.0 0.4
H 2.450900 11.825570 -1.207070 0.1 0.0 -0.6
H 1.737410 12.367610 0.730800 0.2 0.1 0.4
H 2.200540 15.310740 -0.004110 0.0 -0.1 -1.0
H 3.445120 14.332640 0.644120 0.2 -0.3 0.4
H 1.692480 16.407600 3.202900 -0.6 1.0 -0.7
H 2.591150 16.868960 1.583370 -0.4 0.4 0.2
H 3.257280 16.078150 3.026850 0.9 -0.7 -0.6
H 0.252610 14.467780 -0.397030 -0.5 0.3 -0.7
H -0.099990 13.831880 0.947910 0.0 -0.3 0.6
C 2.647510 25.625040 2.054310 -0.6 2.1 -0.5
C 1.135550 25.325480 2.047470 1.2 -0.1 -1.1
C 0.496840 25.700440 0.604370 -0.6 -0.9 2.0
O 0.001590 27.026990 0.647510 1.0 0.7 0.9
C -0.836900 27.435980 -0.381060 -0.4 -0.2 -0.8
N 1.009840 23.939340 2.393870 -0.8 -1.3 -0.4
H 3.157600 25.490090 3.008090 -0.2 -0.5 -0.1
H 2.568030 26.705750 1.936670 0.6 0.6 0.0
H 3.257790 25.332220 1.199960 -0.2 -0.8 0.1
H 0.774320 25.930460 2.879100 -0.8 0.6 -0.4
H -0.344030 25.043520 0.381940 -0.4 -0.3 0.4
H 1.187590 25.403690 -0.184870 0.6 0.9 -0.2
H -1.659760 26.725020 -0.455550 0.1 -0.4 -0.8
H -0.268350 27.648860 -1.286340 -0.1 -0.8 -0.5
H -1.370390 28.380820 -0.277350 0.4 0.3 1.3
H 0.044440 23.683530 2.544430 -0.7 0.0 -0.6
H 1.281050 23.853550 3.362990 0.8 0.0 -0.1
C 6.460870 25.866140 2.863830 -0.6 0.2 -1.2
C 6.368150 25.739830 1.300220 2.2 1.2 2.0
C 5.805870 27.052350 0.719610 1.5 -1.4 -0.1
O 5.691880 26.809240 -0.698470 -2.5 0.3 0.6
C 4.649350 27.631350 -1.259930 0.6 0.5 0.3
N 7.796930 25.595510 0.794580 -2.1 -0.3 -0.7
H 6.977540 25.016810 3.310830 -0.8 -0.4 0.0
H 5.455260 26.131230 3.190280 -0.1 -0.8 0.7
H 7.064980 26.695240 3.232280 0.2 0.5 -0.7
H 5.755020 24.920620 0.924620 0.2 -0.2 0.4
H 6.616810 27.777240 0.790390 -0.2 0.6 0.6
H 4.941230 27.325010 1.324720 -0.6 0.3 -0.8
H 4.333660 27.287520 -2.244930 0.7 0.1 -0.1
H 5.039650 28.647390 -1.201450 0.0 0.3 -0.9
H 3.707730 27.735790 -0.720920 0.0 -0.8 0.8
H 8.436350 26.187350 1.305430 -0.2 0.3 0.4
H 7.543830 26.110660 -0.036480 1.7 -0.3 -1.2
C 7.514000 20.017020 10.284170 -1.1 -0.2 0.2
C 7.728330 21.426290 10.728330 1.6 -0.3 0.6
C 6.482020 22.231300 10.888480 -0.9 -0.8 -0.2
O 5.865200 22.234190 9.610010 -1.4 1.0 -0.4
C 4.560840 22.907730 9.629400 1.5 0.3 0.6
N 8.521130 21.385310 11.993690 -0.4 1.0 -0.1
H 8.483940 19.522590 10.230850 -0.2 -0.2 -0.5
H 6.910650 20.088170 9.379180 0.5 -0.5 -0.4
H 6.881030 19.479810 10.990470 0.1 -0.1 0.3
H 8.258890 21.873360 9.887660 0.4 0.6 0.1
H 6.713540 23.209950 11.308900 -0.1 0.5 -0.3
H 5.781510 21.737610 11.562030 0.0 -0.1 0.5
H 4.754760 23.952930 9.870340 -0.1 0.3 0.0
H 3.939850 22.526580 10.440060 -0.2 -0.4 -0.2
H 4.061530 22.909770 8.660490 0.2 -0.6 0.1
H 9.513150 21.517350 11.857490 0.3 -0.7 -0.7
H 8.366440 22.257360 12.479190 -0.6 0.2 0.5


Record 2
11
Properties=species:S:1:pos:R:3:forces:R:3 method="wB97M-V/def2-TZVPD" largest_force_ha_per_bohr=0.00896 e_homo_ev=-8.4076 e_lumo_ha=0.045 de_lowest_kcal_mol=126.81 energy_ev=-7656.9565
N -2.188766 0.236604 -0.228863 0.0 -0.1 -0.1
C -0.955865 -0.231820 0.028336 0.0 0.5 0.0
C 1.481308 -1.124356 0.402228 0.2 0.0 -0.2
C 2.099311 -0.303976 -0.359593 0.0 -0.2 0.1
N 1.279685 0.297168 0.721828 0.0 0.0 0.1
N -0.033307 0.695608 0.230834 -0.3 -0.1 0.0
H -2.916122 -0.431919 -0.418191 0.1 0.1 0.0
H -2.442082 1.212733 -0.358742 0.1 -0.1 0.1
H 1.131666 -2.072571 0.768267 0.1 0.1 0.0
H 2.723900 0.031260 -1.169197 -0.1 -0.1 0.1
H -0.179726 1.691272 0.383098 -0.1 -0.2 -0.1